Formula: C35H43BN7O4S
Source: the OMol25 dataset
Level of theory: ωB97M-V with the def2-TZVPD basis set

Summary:
Strongest force on any atom (eV/A): 7.4
Total charge: -1
Highest occupied orbital energy (eV): -2.335

Atoms and positions in Å:
N (1.49, 2.01, 2.63)
B (1.62, 0.89, 1.62)
O (0.54, -0.14, 1.61)
C (2.91, 0.71, 0.57)
C (3.99, 1.94, 0.72)
C (5.37, 1.57, 1.51)
C (5.19, 0.59, 2.81)
C (5.77, -0.90, 2.38)
S (4.77, -2.34, 3.02)
O (5.72, -3.59, 3.14)
O (4.13, -2.11, 4.41)
O (3.53, -2.85, 1.92)
H (2.43, 2.32, 3.01)
H (1.00, 1.58, 3.48)
H (0.95, -0.99, 1.28)
H (3.39, -0.33, 0.90)
H (4.31, 2.24, -0.39)
H (3.46, 2.93, 1.15)
H (6.21, 1.12, 0.79)
H (5.82, 2.60, 1.91)
H (5.90, 1.02, 3.67)
H (4.11, 0.57, 3.27)
H (5.78, -0.99, 1.19)
H (6.90, -0.96, 2.73)
H (3.83, -2.64, 0.97)
N (0.37, 4.03, -1.64)
C (0.34, 4.25, -2.97)
C (-0.08, 3.31, -3.89)
C (-0.49, 2.06, -3.42)
C (-0.46, 1.81, -2.06)
C (-0.03, 2.82, -1.21)
H (0.67, 5.24, -3.29)
H (-0.09, 3.53, -4.95)
H (-0.82, 1.29, -4.12)
H (-0.77, 0.85, -1.66)
H (0.00, 2.67, -0.13)
N (-3.71, 4.95, 0.39)
C (-2.99, 3.99, -0.23)
C (-3.48, 2.73, -0.55)
C (-4.80, 2.44, -0.19)
C (-5.56, 3.40, 0.45)
C (-4.98, 4.63, 0.72)
H (-1.97, 4.27, -0.48)
H (-2.86, 2.00, -1.05)
H (-5.22, 1.46, -0.42)
H (-6.59, 3.21, 0.74)
H (-5.54, 5.42, 1.22)
N (2.71, -3.24, -1.29)
C (2.67, -3.02, -2.62)
C (2.26, -3.97, -3.54)
C (1.85, -5.21, -3.07)
C (1.88, -5.47, -1.71)
C (2.31, -4.46, -0.86)
H (3.00, -2.04, -2.94)
H (2.25, -3.74, -4.60)
H (1.52, -5.98, -3.77)
H (1.57, -6.43, -1.31)
H (2.34, -4.60, 0.21)
N (-1.10, 10.22, 1.69)
C (-0.38, 9.27, 1.07)
C (-0.87, 8.01, 0.76)
C (-2.19, 7.72, 1.11)
C (-2.95, 8.68, 1.75)
C (-2.37, 9.91, 2.02)
H (0.64, 9.54, 0.82)
H (-0.25, 7.28, 0.25)
H (-2.61, 6.74, 0.88)
H (-3.98, 8.48, 2.04)
H (-2.93, 10.70, 2.52)
N (-0.31, -7.75, -0.40)
C (-1.66, -7.82, -0.34)
C (-2.35, -8.94, 0.10)
C (-1.62, -10.04, 0.52)
C (-0.23, -10.00, 0.48)
C (0.37, -8.84, 0.02)
H (-2.18, -6.94, -0.68)
H (-3.44, -8.94, 0.13)
H (-2.13, -10.93, 0.87)
H (0.37, -10.85, 0.79)
H (1.45, -8.75, -0.03)
N (-3.22, -0.79, -1.66)
C (-4.56, -0.86, -1.60)
C (-5.26, -1.97, -1.16)
C (-4.53, -3.08, -0.74)
C (-3.14, -3.04, -0.78)
C (-2.53, -1.88, -1.24)
H (-5.09, 0.03, -1.94)
H (-6.34, -1.98, -1.13)
H (-5.04, -3.97, -0.38)
H (-2.54, -3.88, -0.47)
H (-1.45, -1.79, -1.29)